# 1
Below is one molecule with the formula C3H10N2S2 at a distorted geometry, with properties calculated with ωB97M-V/def2-TZVPD.

Element x y z (Å)
N: -3.433 0.395 1.297
C: -2.065 0.872 1.375
C: -0.998 -0.154 0.872
N: -1.447 -0.923 -0.304
C: 0.316 0.593 0.591
S: 1.722 -0.510 0.118
S: 2.113 0.069 -1.848
H: -3.740 0.484 0.346
H: -3.444 -0.598 1.492
H: -1.758 1.062 2.407
H: -1.960 1.798 0.808
H: -0.834 -0.839 1.715
H: -1.414 -1.913 -0.104
H: -0.746 -0.798 -1.013
H: 0.683 1.212 1.406
H: 0.114 1.229 -0.271
H: 3.025 1.014 -1.579

Forces on atoms 1 to 3 (eV/Å):
0.20 0.23 0.44
0.78 -0.64 -0.26
0.07 -0.10 0.41

## Properties
E_HOMO in eV: -9.1
ΔE to the lowest compared entry with this formula, charge and spin in kcal per mole: 4.9
Total charge: 0
SMILES: NC[C@@H](N)CSS

# 2
Below is C36H33MoN6OS as an isolated structure, with properties calculated with ωB97M-V/def2-TZVPD.

Element x y z (Å)
Mo: 0.115 -0.782 1.037
C: -2.016 -4.651 1.616
C: -1.052 -3.520 1.546
N: -1.357 -2.338 1.134
N: -2.639 -2.044 0.762
C: -2.741 -0.750 0.618
O: -1.740 0.072 0.847
C: -4.026 -0.170 0.200
C: -5.021 -0.986 -0.339
C: -6.229 -0.434 -0.726
C: -6.453 0.928 -0.566
C: -5.465 1.738 -0.023
C: -4.250 1.194 0.357
C: 0.350 -3.675 1.965
C: 0.869 -4.894 2.364
C: 2.201 -4.976 2.741
C: 2.978 -3.834 2.711
C: 2.396 -2.644 2.307
N: 1.115 -2.555 1.946
H: -3.015 -4.298 1.386
H: -2.005 -5.103 2.608
H: -1.738 -5.422 0.893
H: -4.835 -2.045 -0.456
H: -7.000 -1.063 -1.150
H: -7.400 1.356 -0.865
H: -5.643 2.798 0.108
H: -3.473 1.816 0.779
H: 0.240 -5.772 2.375
H: 2.621 -5.924 3.049
H: 4.021 -3.847 2.991
H: 2.974 -1.731 2.266
N: 3.209 -1.114 -1.806
C: 2.551 -1.122 -3.062
C: 3.128 -0.560 -4.191
C: 2.450 -0.602 -5.400
C: 1.184 -1.167 -5.481
C: 0.593 -1.703 -4.348
C: 1.288 -1.700 -3.147
S: 0.686 -2.465 -1.681
N: 1.224 -1.300 -0.556
C: 2.462 -0.764 -0.686
C: 2.877 0.131 0.265
C: 4.153 0.770 0.374
C: 4.560 1.289 1.549
C: 3.716 1.108 2.711
C: 2.464 0.659 2.597
N: 1.884 0.435 1.292
H: 4.129 -0.702 -1.832
H: 4.106 -0.097 -4.127
H: 2.909 -0.176 -6.282
H: 0.655 -1.184 -6.424
H: -0.399 -2.136 -4.392
H: 4.800 0.816 -0.496
H: 5.516 1.781 1.651
H: 4.103 1.311 3.700
H: 1.794 0.500 3.432
C: 0.360 1.629 -1.507
C: 0.589 2.267 -0.137
C: 1.857 3.146 -0.221
C: 0.715 1.237 0.998
C: -0.575 3.200 0.244
C: -1.651 3.437 -0.602
C: -2.635 4.359 -0.266
C: -2.576 5.046 0.934
C: -1.512 4.812 1.796
C: -0.524 3.907 1.448
H: 1.227 1.047 -1.813
H: 0.219 2.409 -2.257
H: -0.515 0.976 -1.517
H: 2.680 2.604 -0.685
H: 2.185 3.489 0.761
H: 1.642 4.024 -0.830
H: 0.368 1.649 1.947
H: -1.742 2.908 -1.540
H: -3.456 4.532 -0.951
H: -3.346 5.759 1.197
H: -1.445 5.348 2.734
H: 0.312 3.765 2.125

Forces on atoms 1 to 3 (eV/Å):
-0.27 0.21 0.33
-0.01 0.01 -0.02
-0.04 -0.08 -0.01

## Properties
E_HOMO (alpha / beta) in eV: -9.6 / -9.8
Total charge: +1
Spin multiplicity: 3

# 3
Below is one molecule with the formula C14H18N4O2S at a distorted geometry, with properties calculated with ωB97M-V/def2-TZVPD.

Element x y z (Å)
C: -5.198 -2.871 2.537
C: -6.013 -1.596 1.992
O: -5.361 -1.119 0.853
C: -4.136 -0.264 1.010
C: -3.563 0.367 -0.271
C: -2.260 1.029 -0.066
C: -1.597 1.371 1.255
C: -0.408 1.989 1.022
C: 0.484 1.690 0.180
N: 1.087 2.009 -0.736
N: 1.920 1.284 -1.467
C: 2.061 0.170 -0.569
S: 3.060 -1.382 -0.892
C: 3.661 -0.960 -2.545
C: 4.792 0.003 -2.405
N: 4.551 1.169 -2.272
O: 5.971 -0.242 -2.472
N: 1.051 0.391 0.458
C: 0.818 -0.709 1.427
C: -2.361 0.769 2.156
C: -3.478 0.004 2.124
H: -5.193 -3.575 1.481
H: -5.664 -3.338 3.486
H: -4.158 -2.688 2.811
H: -5.952 -0.791 2.743
H: -6.880 -2.046 1.587
H: -3.928 0.071 -1.118
H: -1.893 1.263 -0.987
H: -0.689 2.983 0.783
H: -0.102 2.137 2.062
H: 4.039 -1.851 -2.901
H: 2.777 -0.494 -3.410
H: 5.465 2.006 -2.015
H: 3.623 1.662 -1.993
H: 0.764 -0.457 2.331
H: -0.203 -1.145 1.332
H: 1.436 -1.590 1.131
H: -1.826 0.813 3.215
H: -3.966 -0.277 3.174

Forces on atoms 1 to 3 (eV/Å):
-1.17 -1.21 -1.93
3.70 -1.23 1.61
3.45 2.78 -1.08

## Properties
E_HOMO in eV: -8.9
ΔE to the lowest compared entry with this formula, charge and spin in kcal per mole: 299.0
Total charge: 0
SMILES: CCOc1ccc(Cc2nnc(SCC(N)=O)n2C)cc1

# 4
Below is a 2-piece molecular cluster, C2H7BO overall at a distorted geometry, with properties calculated with ωB97M-V/def2-TZVPD.

Element x y z (Å)
B: -0.222 0.056 0.271
C: 0.167 1.540 0.307
C: 0.517 -1.294 0.321
O: -2.347 -0.113 0.057
H: -0.471 2.140 -0.337
H: 1.208 1.715 0.036
H: 0.021 1.930 1.315
H: -0.048 -2.108 0.770
H: 1.470 -1.210 0.844
H: 0.743 -1.602 -0.704
H: -2.466 -1.063 0.068

Forces on atoms 1 to 3 (eV/Å):
-3.70 -0.35 -0.37
-0.22 -0.09 -0.18
-0.21 0.00 0.08

## Properties
E_HOMO in eV: -9.4
ΔE to the lowest compared entry with this formula, charge and spin in kcal per mole: 61.4
Total charge: 0

# 5
Below is a 2-piece molecular cluster, CH3FIN overall at a distorted geometry, with properties calculated with ωB97M-V/def2-TZVPD.

Element x y z (Å)
C: 0.263 0.170 -0.543
N: -0.832 -0.394 0.100
F: -0.821 1.059 1.253
I: -0.527 -1.912 1.400
H: 0.001 1.184 -0.883
H: 1.300 0.430 -0.039
H: 0.615 -0.536 -1.288

Forces on atoms 1 to 3 (eV/Å):
3.78 1.58 -0.22
-0.53 2.57 2.93
-0.53 -2.44 -1.38

## Properties
E_HOMO in eV: -10.2
ΔE to the lowest compared entry with this formula, charge and spin in kcal per mole: 89.1
Total charge: 0

# 6
Below is an isolated ion of composition C6H14N3 and charge +1 at a distorted geometry, with properties calculated with ωB97M-V/def2-TZVPD.

Element x y z (Å)
C: -2.760 0.818 -0.030
C: -1.385 0.231 -0.119
N: -0.802 0.413 -1.333
C: 0.550 0.005 -1.594
N: 1.199 0.941 -2.440
C: 1.403 -0.029 -0.249
C: 0.612 -0.877 0.719
C: 1.092 -0.819 2.166
N: -0.808 -0.511 0.768
H: -2.801 1.857 -0.061
H: -3.477 0.410 0.731
H: -3.100 0.526 -1.020
H: -1.254 0.908 -2.169
H: 0.388 -0.971 -2.031
H: 1.346 1.927 -2.027
H: 1.824 0.938 -3.221
H: 1.537 1.093 -0.018
H: 2.426 -0.551 -0.526
H: 0.816 -1.879 0.451
H: 1.176 0.241 2.465
H: 2.098 -1.244 2.217
H: 0.414 -1.447 2.756
H: -1.259 -0.843 1.609

Forces on atoms 1 to 3 (eV/Å):
-0.81 -2.73 -0.08
-0.78 0.94 -2.45
-1.37 1.56 0.52

## Properties
E_HOMO in eV: -12.9
ΔE to the lowest compared entry with this formula, charge and spin in kcal per mole: 7.8
Total charge: +1
SMILES: CC1=[NH+][C@@H](N)C[C@@H](C)N1

Copy entry 4 word for word.
Below is a 2-piece molecular cluster, C2H7BO overall at a distorted geometry, with properties calculated with ωB97M-V/def2-TZVPD.

Element x y z (Å)
B: -0.222 0.056 0.271
C: 0.167 1.540 0.307
C: 0.517 -1.294 0.321
O: -2.347 -0.113 0.057
H: -0.471 2.140 -0.337
H: 1.208 1.715 0.036
H: 0.021 1.930 1.315
H: -0.048 -2.108 0.770
H: 1.470 -1.210 0.844
H: 0.743 -1.602 -0.704
H: -2.466 -1.063 0.068

Forces on atoms 1 to 3 (eV/Å):
-3.70 -0.35 -0.37
-0.22 -0.09 -0.18
-0.21 0.00 0.08

## Properties
E_HOMO in eV: -9.4
ΔE to the lowest compared entry with this formula, charge and spin in kcal per mole: 61.4
Total charge: 0

What did the fifth record say?
Below is a 2-piece molecular cluster, CH3FIN overall at a distorted geometry, with properties calculated with ωB97M-V/def2-TZVPD.

Element x y z (Å)
C: 0.263 0.170 -0.543
N: -0.832 -0.394 0.100
F: -0.821 1.059 1.253
I: -0.527 -1.912 1.400
H: 0.001 1.184 -0.883
H: 1.300 0.430 -0.039
H: 0.615 -0.536 -1.288

Forces on atoms 1 to 3 (eV/Å):
3.78 1.58 -0.22
-0.53 2.57 2.93
-0.53 -2.44 -1.38

## Properties
E_HOMO in eV: -10.2
ΔE to the lowest compared entry with this formula, charge and spin in kcal per mole: 89.1
Total charge: 0